# 1
C2H2ClF2NOS | wB97M-V/def2-TZVPD

## Properties
Structure (SMILES)   O=C(NS)C(F)(F)Cl
HOMO-LUMO gap   10.68 eV
E_HOMO   -10.3 eV
Energy relative to the best compared isomer or geometry (same formula, charge and spin)   0.0 kJ/mol
Maximum force   1.85 eV/A

```
! RIJCOSX wB97M-V def2-TZVPD def2/J DEFGRID3
* xyz 0 1
C -0.8375 -0.1747 0.1579
C 0.2107 0.6691 1.0134
H 1.3320 0.0535 -2.1660
H -1.0563 -1.5903 -1.2052
N -0.3125 -0.9521 -0.8320
O -2.0095 -0.0912 0.4128
F 1.0563 1.3819 0.2283
F 0.9432 -0.1034 1.7728
S 1.3147 -1.0847 -1.3824
Cl -0.6412 1.8920 2.0003
*
```

---

# 2
C2H2ClF2NS | wB97M-V/def2-TZVPD

## Properties
Structure (SMILES)   FC(F)(Cl)/C=N\S
HOMO-LUMO gap   9.44 eV
E_HOMO   -9.1 eV
Energy relative to the best compared isomer or geometry (same formula, charge and spin)   94.4 kJ/mol
Maximum force   3.64 eV/A

```
! RIJCOSX wB97M-V def2-TZVPD def2/J DEFGRID3
* xyz 0 1
C 1.2357 -0.0763 0.0691
C -0.0314 0.3778 -0.8579
H -0.9619 -0.5409 1.4385
H 2.2140 -0.2961 -0.6832
N 1.2167 -0.1692 1.3177
F 0.4414 1.1316 -1.8816
F -0.9777 1.1255 -0.3069
S 0.0462 -0.0726 2.3966
Cl -0.7592 -1.1141 -1.4056
*
```

---

# 3
C2H2ClFO2 | wB97M-V/def2-TZVPD

## Properties
HOMO-LUMO gap   9.77 eV
E_HOMO   -9.3 eV
Energy relative to the best compared isomer or geometry (same formula, charge and spin)   228.5 kJ/mol
Maximum force   2.55 eV/A

```
! RIJCOSX wB97M-V def2-TZVPD def2/J DEFGRID3
* xyz 0 1
C -1.7242 0.4197 -0.1419
C 1.3610 0.4244 0.1591
O -1.3727 -0.7227 -0.6893
O 1.2818 -0.6218 -0.4037
F 1.9853 1.4273 -0.4821
Cl -3.3828 0.5930 -0.0225
H 1.1893 0.6499 1.1868
H -0.4163 -0.7482 -0.6838
*
```

---

# 4
C2H2ClIO2S | wB97M-V/def2-TZVPD

## Properties
HOMO-LUMO gap (spin up / spin down)   8.84 / 7.11 eV
E_HOMO (spin up / spin down)   -9.8 / -10.0 eV
Energy relative to the best compared isomer or geometry (same formula, charge and spin)   564.6 kJ/mol
Maximum force   7.22 eV/A

```
! RIJCOSX wB97M-V def2-TZVPD def2/J DEFGRID3
* xyz 0 1
C -0.7931 1.5672 0.1466
C 0.7369 0.2195 0.7108
O 1.1963 -2.2816 -0.1568
O -0.3317 -0.9058 -1.5510
S 0.2351 -1.2349 -0.2761
Cl -1.2882 -1.8874 0.9447
I 2.5013 0.7409 -0.2043
H -0.5966 2.4776 -0.2000
H -1.6598 1.3045 0.5863
*
```

---

Question: Look up the maximum force of the second one.
Answer: 3.64 eV/A